# 1
Below is the molecule C3H6N2O2, with properties calculated with ωB97M-V with the def2-TZVPD basis set.

XYZ file:
```
13
Properties=species:S:1:pos:R:3
N 1.08489 -1.01886 1.05581
C 0.19236 -0.27318 0.27391
O -1.20734 -0.31943 0.64553
C 0.40587 1.24771 0.18406
O -0.79695 1.55736 -0.53798
C -1.30521 0.25974 -0.67109
N -0.16917 -0.53066 -1.16797
H 0.84429 -2.00155 1.11537
H 2.03439 -0.91923 0.71292
H 1.28873 1.52592 -0.39689
H 0.40294 1.72441 1.16679
H -2.27567 0.24387 -1.15929
H -0.49914 -1.49610 -1.22118
```

- F_max: 0.64 eV/A
- Lowest unoccupied orbital energy: 0.896 eV
- Kohn-Sham gap: 10.57 eV
- Net charge: 0

=====

# 2
Below is a structure of composition C3H6N2O2, with properties calculated with ωB97M-V with the def2-TZVPD basis set.

XYZ file:
```
13
Properties=species:S:1:pos:R:3
C 1.37466 -0.05114 -0.27243
N -1.32957 -1.72920 -0.05186
N 2.11912 0.69252 0.54932
O -1.08062 -0.47638 0.63214
O 1.55198 -1.19014 -0.59434
H -1.52308 -2.37873 0.70637
H -0.42444 -1.99441 -0.45314
H 2.98457 0.32037 0.91502
H 1.85274 1.63836 0.76034
C -1.30013 0.61184 -0.16481
C -2.10616 1.49321 -0.45852
H -2.38737 2.40248 -0.92253
H 0.26832 0.66119 -0.64555
```

- F_max: 3.86 eV/A
- Lowest unoccupied orbital energy: 0.598 eV
- Kohn-Sham gap: 9.59 eV
- Net charge: 0

=====

# 3
Below is a cluster of 2 separate species, C3H6N2O2 in total, with properties calculated with ωB97M-V with the def2-TZVPD basis set.

XYZ file:
```
13
Properties=species:S:1:pos:R:3
O -1.49907 0.98451 0.92197
C -0.36107 0.61771 0.79430
C 0.23265 -0.74441 1.14875
O 1.64665 -0.51960 1.03546
C 1.75310 0.70008 0.49766
N 0.70681 1.40104 0.27330
H -0.07268 -1.47881 0.39301
H -0.00788 -1.05590 2.16480
H 2.77411 1.01100 0.31180
N -1.18326 -0.36377 -1.65913
H -1.96956 0.24067 -1.42520
H -1.51490 -1.04048 -2.34384
H -0.50490 0.24797 -2.11288
```

- F_max: 0.58 eV/A
- SMILES: O=C1COC=N1.N
- Lowest unoccupied orbital energy: 0.643 eV
- Kohn-Sham gap: 10.66 eV
- Net charge: 0

=====

Energy relative to the best compared isomer or geometry (same formula, charge and spin), respectively: 70.1 158.9 38.0 kcal per mole.